Entry 1:
# C8H17NO9PS2

A 2-piece molecular cluster, C8H17NO9PS2 overall (ωB97M-V with the def2-TZVPD basis set, the OMol25 dataset).

Values from the calculation:
- HOMO energy: -5.52 eV
- Gap between HOMO and LUMO: 8.0786 eV
- Calculated total energy: -59447.1012 eV

Structure (ORCA input):
```
! RIJCOSX wB97M-V def2-TZVPD def2/J DEFGRID3
* xyz -1 1
C 7.11 2.48 1.34
C 6.62 0.96 1.10
O 7.52 0.13 0.81
O 5.23 0.58 1.20
C 4.66 0.66 -0.10
O 5.25 1.40 -0.94
C 3.37 -0.17 -0.58
S 1.78 0.79 -0.22
O 2.18 2.24 -0.36
O 0.81 0.43 -1.33
N 1.34 0.27 1.33
S 0.28 1.30 2.16
O 0.47 0.99 3.64
O 0.49 2.79 2.00
P -1.83 0.91 1.81
C -2.40 1.73 0.19
O -2.07 -0.80 1.61
H 6.37 3.07 1.98
H 7.17 2.97 0.30
H 8.17 2.52 1.78
H 3.48 -0.40 -1.70
H 3.30 -1.17 -0.01
H -3.56 1.68 0.13
H -2.00 1.17 -0.71
H -2.14 2.84 0.23
H -1.83 -0.96 0.67
C -5.64 -1.58 -0.54
C -4.57 -2.02 -1.53
C -5.05 -3.18 -2.38
O -3.40 -2.41 -0.81
H -5.90 -2.40 0.14
H -5.27 -0.75 0.07
H -6.54 -1.26 -1.06
H -4.29 -1.18 -2.17
H -5.29 -4.05 -1.76
H -4.26 -3.50 -3.08
H -5.94 -2.91 -2.96
H -3.63 -3.16 -0.24
*
```


Entry 2:
# C3H6N2

A 2-piece molecular cluster, C3H6N2 overall (ωB97M-V with the def2-TZVPD basis set, the OMol25 dataset).

Values from the calculation:
- HOMO energy (alpha / beta): -9.66 / -9.15 eV
- Relative energy (zero: lowest compared OMol25 entry of this formula, charge and spin): 110.5 kcal/mol
- Gap between HOMO and LUMO (alpha / beta): 8.9210 / 8.7650 eV
- Calculated total energy: -6183.7535 eV

Structure (ORCA input):
```
! RIJCOSX wB97M-V def2-TZVPD def2/J DEFGRID3
* xyz 0 1
C 1.61 -0.83 -0.20
N 0.24 -0.31 -0.12
C -1.13 1.38 0.17
C -1.96 0.29 -0.17
N -2.22 -0.81 -0.42
H 1.49 -1.91 0.04
H 2.35 -0.45 0.50
H 1.99 -0.79 -1.22
H -0.06 -0.53 0.83
H -1.28 1.78 1.18
H -1.04 2.17 -0.58
*
```


Entry 3:
# C4H7NS2

An isolated molecule of C4H7NS2 (ωB97M-V with the def2-TZVPD basis set, the OMol25 dataset).

Values from the calculation:
- SMILES string: NC1[C@@H]2SCS[C@@H]12
- HOMO energy: -8.27 eV
- Relative energy (zero: lowest compared OMol25 entry of this formula, charge and spin): 132.4 kcal/mol
- Gap between HOMO and LUMO: 8.7416 eV
- Calculated total energy: -27416.1022 eV

Structure (ORCA input):
```
! RIJCOSX wB97M-V def2-TZVPD def2/J DEFGRID3
* xyz 0 1
N 2.83 0.01 0.37
C 1.87 -0.76 -0.36
C 0.64 0.10 -0.71
S -0.30 1.57 -0.14
C -1.88 0.47 0.37
S -1.51 -1.20 -0.05
C 0.32 -0.91 0.42
H 3.37 -0.49 1.22
H 2.45 1.07 0.81
H 2.10 -1.60 -1.04
H 0.08 0.14 -1.76
H -1.99 0.74 1.55
H -2.94 0.89 -0.03
H 0.23 -0.14 1.34
*
```


Entry 4:
# C5H8O

C5H8O as an isolated structure (ωB97M-V with the def2-TZVPD basis set, the OMol25 dataset).

Values from the calculation:
- HOMO energy: -8.47 eV
- Relative energy (zero: lowest compared OMol25 entry of this formula, charge and spin): 113.7 kcal/mol
- Gap between HOMO and LUMO: 9.3202 eV
- Calculated total energy: -7357.3228 eV

Structure (ORCA input):
```
! RIJCOSX wB97M-V def2-TZVPD def2/J DEFGRID3
* xyz 0 1
C -0.29 1.44 0.29
C 0.58 0.40 -0.50
C 0.57 -0.43 0.82
C -0.84 0.14 0.89
O -1.43 -0.47 -0.33
C -0.54 -0.29 -1.28
H 0.31 2.02 0.99
H -0.99 2.07 -0.27
H 1.49 0.67 -1.03
H 1.24 -0.01 1.58
H 0.68 -1.52 0.75
H -1.54 0.05 1.72
H 0.18 -1.88 -2.05
H 0.66 -2.45 -1.84
*
```


- Number 3 is which compound?
  C4H7NS2